Entry from the OMol25 dataset: C6H18KO6 as an isolated structure (the ωB97M-V functional and the def2-TZVPD basis).

Summary:
relative energy (zero: lowest compared OMol25 entry of this formula, charge and spin): 0.0 kJ/mol
LUMO: -2.8691 eV
highest occupied orbital energy: -13.27 eV
gap between HOMO and LUMO: 10.40 eV

ORCA input file:
```
! wB97M-V def2-TZVPD RIJCOSX def2/J DEFGRID3
* xyz 1 1
K 0.93 0.59 0.58
C 2.39 3.12 -1.86
C 1.00 3.46 -2.39
O -0.03 3.14 -1.48
O 2.48 1.79 -1.29
H 2.62 3.78 -1.03
H 3.14 3.21 -2.64
H 0.82 3.01 -3.38
H 0.98 4.54 -2.54
H -0.29 2.22 -1.60
H 2.67 1.14 -1.97
C -2.39 0.21 0.55
C -2.45 0.49 -0.92
O -1.13 0.38 -1.51
O -1.97 1.30 1.36
H -1.72 -0.64 0.72
H -3.39 -0.16 0.84
H -2.86 1.49 -1.10
H -3.11 -0.24 -1.39
H -1.22 0.19 -2.45
H -2.75 1.84 1.54
C 0.54 -4.29 2.22
C -0.01 -2.90 2.31
O 0.53 -2.10 1.24
O 1.96 -4.24 2.27
H 0.30 -4.73 1.25
H 0.13 -4.95 2.99
H 0.27 -2.44 3.27
H -1.09 -2.86 2.21
H 1.42 -2.44 1.07
H 2.23 -3.89 3.12
*
```

=====

Entry from the OMol25 dataset: a 2-piece molecular cluster, CH8NS overall at a distorted geometry (the ωB97M-V functional and the def2-TZVPD basis).

Summary:
relative energy (zero: lowest compared OMol25 entry of this formula, charge and spin): 59.5 kJ/mol
LUMO: -4.5282 eV
highest occupied orbital energy: -12.63 eV
gap between HOMO and LUMO: 8.11 eV

ORCA input file:
```
! wB97M-V def2-TZVPD RIJCOSX def2/J DEFGRID3
* xyz 1 1
N -0.56 1.51 1.57
H 0.22 1.86 0.99
H -0.21 0.98 2.36
H -1.00 2.33 2.01
H -1.16 0.99 0.92
C 0.89 -1.04 -1.23
S -0.92 -1.11 -1.67
H 1.06 -1.85 -0.53
H 1.45 -1.07 -2.15
H 1.13 -0.16 -0.62
H -0.89 -2.44 -1.64
*
```

=====

Entry from the OMol25 dataset: C16H22AlBr3Cl4FN3NaO8 as an isolated structure at a distorted geometry (the ωB97M-V functional and the def2-TZVPD basis).

Summary:
LUMO: -7.8022 eV
highest occupied orbital energy: -8.89 eV
gap between HOMO and LUMO: 1.09 eV

ORCA input file:
```
! wB97M-V def2-TZVPD RIJCOSX def2/J DEFGRID3
* xyz 1 1
O -2.93 -0.70 1.31
N -2.75 -0.39 0.26
O -1.56 0.75 0.14
C -0.53 0.41 0.86
C 0.28 -0.67 0.55
C 1.32 -0.98 1.38
C 1.51 -0.19 2.52
C 0.69 0.87 2.82
N -0.30 1.15 1.97
H 0.09 -1.24 -0.34
H 1.95 -1.81 1.13
H 2.30 -0.46 3.22
H 0.77 1.49 3.69
H -0.93 1.93 2.12
F -0.28 -2.18 1.94
Al 3.53 0.78 3.08
C 5.35 -3.29 3.51
Cl 5.62 -2.53 5.10
Cl 4.14 -2.39 2.58
H 6.29 -3.29 2.97
H 4.99 -4.30 3.67
Cl -2.43 -2.23 -1.57
C -3.37 -3.57 -0.85
C -3.88 -4.53 -1.89
Cl -5.13 -3.79 -2.93
H -4.19 -3.12 -0.28
H -2.71 -4.09 -0.16
H -4.34 -5.38 -1.40
H -3.08 -4.88 -2.53
C -2.01 2.36 -2.68
C -1.47 2.25 -4.03
N -1.05 2.16 -5.09
H -3.02 1.96 -2.65
H -1.38 1.80 -2.00
H -2.03 3.41 -2.38
Br 4.58 2.25 0.39
C 6.03 3.31 -0.40
C 6.86 3.99 0.65
Br 5.94 5.54 1.40
H 5.56 4.00 -1.09
H 6.63 2.59 -0.95
H 7.78 4.38 0.21
H 7.10 3.34 1.48
C -6.20 0.07 -2.54
C -7.65 0.46 -2.42
O -7.56 1.84 -2.03
C -6.36 2.32 -2.44
O -6.04 3.46 -2.42
O -5.57 1.31 -2.88
H -6.02 -0.68 -3.31
H -5.77 -0.29 -1.55
H -8.18 0.40 -3.37
H -8.19 -0.11 -1.67
Br -5.78 -0.65 0.42
C 7.31 -0.57 0.50
O 7.25 -1.68 -0.03
O 7.69 0.49 -0.08
O 6.98 -0.34 1.71
Na 4.09 -0.48 5.83
*
```

=====

Entry from the OMol25 dataset: a 5-piece molecular cluster, C43H70BrFIN2O13PS6 overall at a distorted geometry (the ωB97M-V functional and the def2-TZVPD basis).

Summary:
LUMO: 0.2105 eV
highest occupied orbital energy: -7.71 eV
gap between HOMO and LUMO: 7.92 eV

ORCA input file:
```
! wB97M-V def2-TZVPD RIJCOSX def2/J DEFGRID3
* xyz 0 1
C -5.86 3.87 0.15
C -4.49 3.71 0.91
C -3.34 3.34 -0.12
I -2.48 5.22 -0.80
N -2.37 2.31 0.36
C -1.04 2.81 0.65
C -0.70 3.36 1.99
C -1.76 3.45 3.13
C -2.03 4.88 3.72
C -2.09 6.05 2.67
F -3.30 4.86 4.37
C 0.66 3.82 2.31
C 1.07 4.37 3.73
C 1.76 3.79 1.31
N 3.07 4.22 1.65
C 1.42 3.27 0.00
Br 2.77 3.13 -1.41
C 0.08 2.81 -0.31
S -0.30 2.18 -1.98
C -1.51 0.89 -1.60
C -1.52 -0.30 -2.45
C -0.51 -0.36 -3.65
C 0.98 -0.58 -3.19
C 1.31 -2.12 -2.88
C 0.86 -2.45 -1.41
O 1.88 -3.22 -0.74
C 1.38 -3.45 0.60
C -2.48 -1.37 -2.16
S -2.50 -2.82 -3.24
C -3.38 -1.20 -1.00
C -4.39 -2.37 -0.75
C -3.66 -3.64 -0.12
C -4.21 -4.90 -0.89
O -5.66 -4.99 -0.73
C -3.33 0.00 -0.14
P -4.45 0.14 1.34
O -4.84 -1.21 1.88
O -3.56 0.85 2.56
O -5.84 0.96 1.01
C -2.38 1.12 -0.45
H -5.96 3.11 -0.68
H -5.98 4.88 -0.33
H -6.69 3.64 0.87
H -4.24 4.73 1.31
H -4.54 3.03 1.80
H -3.86 2.90 -1.01
H -2.73 3.04 2.78
H -1.45 2.80 4.01
H -1.29 5.19 4.51
H -3.14 6.18 2.32
H -1.34 5.98 1.85
H -1.85 7.00 3.24
H 2.16 4.24 3.93
H 0.72 5.43 3.81
H 0.44 3.79 4.46
H 2.98 5.09 2.18
H 3.59 4.36 0.79
H -0.57 0.64 -4.17
H -0.84 -1.10 -4.43
H 1.69 -0.15 -3.95
H 1.22 -0.04 -2.23
H 2.42 -2.22 -3.00
H 0.72 -2.77 -3.57
H 0.66 -1.53 -0.78
H -0.11 -3.02 -1.46
H 1.58 -2.51 1.20
H 0.27 -3.62 0.64
H 1.91 -4.33 1.05
H -2.76 -2.30 -4.50
H -4.71 -2.70 -1.78
H -5.31 -2.06 -0.22
H -3.77 -3.72 0.99
H -2.58 -3.56 -0.42
H -4.04 -4.80 -2.00
H -3.73 -5.86 -0.57
H -6.04 -4.94 -1.62
H -3.05 0.15 3.01
H -6.50 0.65 1.65
O 3.15 7.17 2.19
S 3.81 8.33 1.65
O 3.38 9.67 1.96
C 5.56 8.19 1.99
C 6.11 7.43 0.79
C 5.43 8.03 -0.44
C 3.93 8.14 -0.12
H 5.72 7.68 2.93
H 5.97 9.20 2.03
H 7.20 7.51 0.73
H 5.86 6.37 0.87
H 5.84 9.02 -0.64
H 5.60 7.42 -1.33
H 3.48 9.01 -0.61
H 3.39 7.24 -0.41
O 5.31 -3.98 3.51
S 5.04 -2.92 2.57
O 3.79 -2.20 2.57
C 6.38 -1.74 2.64
C 7.39 -2.27 1.62
C 6.57 -2.70 0.40
C 5.38 -3.52 0.92
H 6.78 -1.69 3.65
H 5.98 -0.77 2.33
H 8.13 -1.51 1.36
H 7.92 -3.13 2.03
H 6.20 -1.82 -0.12
H 7.16 -3.28 -0.30
H 4.50 -3.39 0.30
H 5.63 -4.58 0.99
O 6.93 -5.58 -0.46
S 6.23 -6.83 -0.31
O 5.06 -6.96 0.51
C 5.87 -7.47 -1.94
C 7.10 -8.30 -2.30
C 7.47 -9.08 -1.03
C 7.42 -8.09 0.14
H 5.69 -6.65 -2.63
H 4.99 -8.10 -1.86
H 6.91 -8.96 -3.14
H 7.93 -7.63 -2.58
H 6.74 -9.87 -0.87
H 8.45 -9.54 -1.12
H 7.10 -8.58 1.06
H 8.39 -7.61 0.30
O -6.63 -1.91 -2.80
S -7.87 -1.17 -2.89
O -7.95 0.11 -3.54
C -9.13 -2.25 -3.55
C -9.72 -2.94 -2.33
C -9.87 -1.84 -1.27
C -8.56 -1.04 -1.24
H -8.69 -2.94 -4.26
H -9.87 -1.62 -4.05
H -10.68 -3.41 -2.56
H -9.04 -3.71 -1.96
H -10.70 -1.18 -1.54
H -10.10 -2.26 -0.29
H -8.73 0.01 -1.01
H -7.85 -1.47 -0.54
*
```

=====

Entry from the OMol25 dataset: a 11-piece molecular cluster, C38H63FO33 overall at a distorted geometry (the ωB97M-V functional and the def2-TZVPD basis).

Summary:
LUMO: 0.0736 eV
highest occupied orbital energy: -10.52 eV
gap between HOMO and LUMO: 10.59 eV

ORCA input file:
```
! wB97M-V def2-TZVPD RIJCOSX def2/J DEFGRID3
* xyz 0 1
O 0.35 2.36 -0.99
C 0.52 1.20 -0.65
O -0.43 0.33 -0.30
C 0.23 -0.91 0.10
C 1.54 -0.84 -0.69
F 1.33 -1.32 -1.90
O 1.68 0.55 -0.77
H 0.44 -1.03 1.16
H -0.39 -1.73 -0.26
H 2.32 -1.45 -0.24
C 3.24 4.42 1.26
C 3.25 3.37 2.38
C 1.99 3.31 3.17
O 1.67 1.95 3.00
C 2.59 1.22 2.42
O 2.76 0.01 2.43
O 3.41 2.06 1.80
H 2.45 4.22 0.54
H 4.18 4.24 0.74
H 3.22 5.45 1.59
H 4.09 3.50 3.06
H 1.32 4.11 2.86
H 2.24 3.43 4.23
C -2.88 3.14 -1.54
C -3.67 1.89 -1.86
C -5.17 2.13 -1.66
O -5.65 2.34 -2.95
C -4.75 1.91 -3.92
O -4.96 1.76 -5.13
O -3.63 1.69 -3.30
H -2.74 3.21 -0.46
H -3.42 4.04 -1.81
H -1.91 3.14 -2.04
H -3.36 0.98 -1.35
H -5.45 2.91 -0.96
H -5.64 1.19 -1.39
C 0.31 2.16 -4.42
C -0.44 2.78 -5.60
C 0.13 4.07 -5.98
O 0.63 3.86 -7.31
C 0.43 2.53 -7.68
O 0.76 2.04 -8.74
O -0.15 1.93 -6.72
H -0.01 1.15 -4.16
H 0.14 2.85 -3.59
H 1.40 2.16 -4.54
H -1.52 2.82 -5.44
H 0.88 4.45 -5.30
H -0.73 4.74 -6.04
C -3.00 -2.18 -1.95
C -4.37 -1.79 -1.35
C -5.18 -3.00 -0.87
O -5.47 -2.65 0.47
C -4.80 -1.63 0.87
O -4.85 -1.23 2.04
O -4.13 -1.13 -0.09
H -3.17 -3.01 -2.65
H -2.45 -2.56 -1.09
H -2.44 -1.40 -2.46
H -4.96 -1.16 -2.01
H -4.47 -3.83 -0.90
H -6.03 -3.21 -1.52
C 1.11 -1.03 7.01
C -0.29 -0.78 6.45
C -0.49 0.56 5.90
O -1.12 0.33 4.66
C -1.10 -0.94 4.35
O -1.54 -1.43 3.33
O -0.55 -1.65 5.35
H 1.92 -0.81 6.31
H 1.15 -2.08 7.30
H 1.40 -0.42 7.87
H -0.99 -1.11 7.22
H 0.46 1.04 5.66
H -1.04 1.26 6.53
C 6.98 4.70 -1.42
O 5.90 3.87 -1.09
C 5.99 2.50 -1.22
O 6.87 1.85 -1.80
O 4.95 1.97 -0.73
C 4.74 0.57 -0.80
H 7.01 4.76 -2.50
H 7.92 4.31 -1.03
H 6.64 5.64 -0.99
H 5.64 0.00 -0.57
H 4.25 0.17 -1.69
H 4.02 0.32 -0.03
C -4.43 4.48 5.01
O -3.93 3.23 4.63
C -3.72 2.94 3.31
O -3.94 3.61 2.29
O -3.27 1.71 3.23
C -2.79 1.11 1.98
H -5.41 4.70 4.59
H -3.75 5.26 4.69
H -4.63 4.46 6.09
H -2.59 0.05 2.12
H -1.82 1.60 1.83
H -3.34 1.20 1.05
C -0.19 -7.41 4.62
O -0.20 -6.15 3.93
C 0.92 -5.41 3.82
O 2.06 -5.64 4.36
O 0.58 -4.18 3.25
C 1.50 -3.12 2.96
H 0.41 -7.40 5.53
H 0.29 -8.17 4.02
H -1.13 -7.93 4.81
H 0.99 -2.17 2.85
H 2.02 -3.27 2.01
H 2.19 -3.02 3.79
C 2.86 -0.23 -7.53
O 3.48 -1.19 -6.67
C 3.20 -1.15 -5.33
O 2.50 -0.26 -4.79
O 3.78 -2.18 -4.80
C 3.89 -2.31 -3.42
H 2.98 0.74 -7.05
H 1.82 -0.53 -7.66
H 3.39 -0.12 -8.48
H 4.06 -1.34 -2.96
H 4.69 -3.05 -3.35
H 2.94 -2.63 -3.01
C -2.93 -4.66 1.78
O -2.03 -4.04 0.87
C -1.20 -4.88 0.19
O -1.15 -6.14 0.20
O -0.26 -4.05 -0.33
C 0.93 -4.70 -0.87
H -3.78 -4.88 1.14
H -3.17 -3.89 2.51
H -2.63 -5.61 2.23
H 1.76 -4.01 -1.03
H 0.66 -5.07 -1.85
H 1.37 -5.44 -0.19
*
```

=====

Entry from the OMol25 dataset: C37H66HgN6O5Se2Si as an isolated structure (the ωB97M-V functional and the def2-TZVPD basis).

Summary:
relative energy (zero: lowest compared OMol25 entry of this formula, charge and spin): 50.3 kJ/mol
LUMO (alpha / beta): 2.4721 / 2.4554 eV
highest occupied orbital energy (alpha / beta): -2.78 / -4.07 eV
gap between HOMO and LUMO (alpha / beta): 5.25 / 6.53 eV
⟨S²⟩: 0.7611

ORCA input file:
```
! wB97M-V def2-TZVPD RIJCOSX def2/J DEFGRID3
* xyz -1 2
Hg -0.12 -0.58 -0.01
C -0.19 -1.99 -2.99
C -0.58 -3.28 -2.23
N -0.79 -3.04 -0.81
C -0.27 -4.04 0.10
C 1.30 -4.04 0.12
N 1.89 -2.77 -0.28
C 2.54 -2.71 -1.58
C 2.16 -1.47 -2.40
N 0.75 -1.12 -2.28
H -1.10 -1.42 -3.17
H 0.23 -2.28 -3.96
H 0.20 -4.04 -2.34
H -1.48 -3.67 -2.71
H -1.76 -2.83 -0.63
H -0.61 -5.06 -0.13
H -0.64 -3.78 1.09
H 1.65 -4.83 -0.55
H 1.63 -4.31 1.12
H 2.44 -2.31 0.44
H 2.26 -3.60 -2.14
H 3.63 -2.72 -1.49
H 2.43 -1.65 -3.44
H 2.74 -0.62 -2.03
H 0.61 -0.17 -2.60
C -6.24 1.59 -0.22
C -4.83 0.99 -0.21
C -3.87 1.93 0.52
C -4.86 -0.37 0.49
O -4.45 0.84 -1.58
Si -3.16 0.00 -2.17
O -1.98 -0.17 -1.16
O -2.77 0.73 -3.61
C -2.26 2.04 -3.89
C -2.23 2.16 -5.40
C -3.17 3.12 -3.30
C -0.85 2.18 -3.31
O -3.69 -1.51 -2.64
C -4.52 -1.95 -3.72
C -3.67 -2.10 -4.98
C -5.07 -3.30 -3.30
C -5.67 -0.98 -3.97
H -6.58 1.78 0.80
H -6.93 0.90 -0.72
H -6.23 2.53 -0.78
H -4.13 1.99 1.58
H -3.94 2.94 0.09
H -2.85 1.57 0.42
H -5.30 -0.29 1.49
H -3.84 -0.76 0.60
H -5.44 -1.09 -0.10
H -3.24 2.07 -5.80
H -1.62 1.35 -5.82
H -1.81 3.12 -5.71
H -4.20 2.98 -3.65
H -2.82 4.11 -3.62
H -3.17 3.07 -2.21
H -0.17 1.48 -3.82
H -0.86 1.94 -2.24
H -0.48 3.19 -3.45
H -2.89 -2.86 -4.82
H -3.19 -1.15 -5.22
H -4.30 -2.41 -5.82
H -4.24 -3.98 -3.06
H -5.67 -3.74 -4.10
H -5.69 -3.19 -2.41
H -5.29 -0.01 -4.30
H -6.24 -0.81 -3.05
H -6.34 -1.38 -4.74
C 0.91 -3.37 4.15
N 1.01 -1.96 4.41
C 0.82 -0.96 3.45
Se -0.82 -1.03 2.33
N 1.03 0.22 4.17
C 1.38 -0.03 5.48
C 1.72 0.80 6.53
C 2.05 0.20 7.75
C 2.04 -1.18 7.91
C 1.69 -2.02 6.84
C 1.36 -1.42 5.63
H 0.48 -3.50 3.16
H 0.26 -3.86 4.88
H 1.90 -3.85 4.19
H 0.99 1.11 3.71
H 1.73 1.88 6.42
H 2.33 0.83 8.60
H 2.32 -1.61 8.86
H 1.67 -3.10 6.96
C 8.44 3.32 2.19
C 7.15 2.66 1.73
C 6.18 3.37 1.05
C 5.00 2.78 0.60
C 4.01 3.62 -0.16
C 4.76 1.41 0.86
Se 3.15 0.57 0.23
C 5.75 0.68 1.55
C 5.59 -0.79 1.85
C 6.92 1.31 1.97
H 8.40 4.40 2.06
H 9.29 2.94 1.62
H 8.63 3.11 3.25
H 6.35 4.43 0.85
H 4.49 4.53 -0.54
H 3.17 3.92 0.47
H 3.59 3.06 -0.99
H 4.55 -1.04 2.03
H 6.19 -1.07 2.72
H 5.92 -1.39 1.00
H 7.67 0.73 2.50
C -0.59 4.12 1.75
C 0.13 2.84 1.41
N 1.27 2.55 2.10
O -0.31 2.08 0.56
H -0.14 4.65 2.59
H -1.63 3.88 1.99
H -0.59 4.77 0.88
H 1.72 3.29 2.60
H 1.88 1.86 1.64
*
```